No. 1
Below is a molecular structure, C49H34FIrN11O3, with properties calculated with ωB97M-V/def2-TZVPD.

Geometry as XYZ:
```
99
Properties=species:S:1:pos:R:3
Ir 2.477 1.096 0.496
C -3.955 2.409 0.831
C -3.971 1.318 1.724
C -2.834 0.588 1.991
C -1.650 0.986 1.368
C -0.300 0.501 1.477
N 0.506 1.331 0.719
C -0.251 2.270 0.093
N 0.165 3.249 -0.713
C 1.409 3.444 -1.049
C 1.878 4.567 -1.867
C 1.202 5.598 -2.494
C 1.963 6.528 -3.189
C 3.355 6.428 -3.249
C 4.029 5.395 -2.614
C 3.265 4.470 -1.925
C 3.641 3.285 -1.148
N 4.887 2.895 -0.971
C 5.253 1.875 -0.213
N 4.477 1.109 0.580
C 5.221 0.085 1.124
N 4.801 -0.909 1.850
C 3.525 -1.134 2.176
N 2.442 -0.434 1.783
C 1.301 -0.971 2.342
N 0.071 -0.538 2.201
C 1.697 -2.117 3.141
C 0.969 -3.017 3.913
C 1.667 -4.025 4.553
C 3.061 -4.135 4.435
C 3.788 -3.234 3.680
C 3.087 -2.223 3.032
C 6.615 0.287 0.722
C 7.770 -0.416 1.014
C 8.951 0.040 0.446
C 8.972 1.160 -0.388
C 7.810 1.861 -0.681
C 6.636 1.403 -0.111
N 2.507 2.709 -0.674
C -1.626 2.085 0.499
C -2.788 2.802 0.211
H -4.869 2.964 0.657
H -4.894 1.076 2.239
H -2.833 -0.239 2.689
H 0.124 5.671 -2.443
H 1.472 7.347 -3.697
H 3.914 7.172 -3.801
H 5.107 5.310 -2.651
H -0.104 -2.917 4.015
H 1.134 -4.741 5.165
H 3.571 -4.937 4.952
H 4.863 -3.308 3.589
H 7.744 -1.287 1.655
H 9.877 -0.483 0.647
H 9.913 1.482 -0.813
H 7.815 2.725 -1.330
H -2.757 3.652 -0.458
F -4.425 1.022 -2.775
C -3.577 0.220 -2.089
C -2.227 0.380 -2.221
C -1.368 -0.496 -1.561
C 0.094 -0.266 -1.706
O 0.513 0.663 -2.375
C 0.907 -1.254 -1.022
C 0.324 -2.243 -0.304
N -1.013 -2.403 -0.139
C -1.500 -3.416 0.763
C -0.890 -4.780 0.700
C -2.292 -4.565 0.210
C -1.888 -1.522 -0.764
C -3.274 -1.624 -0.595
C -4.122 -0.763 -1.263
N -5.539 -0.925 -1.123
C -6.127 -1.834 -2.104
C -7.620 -1.987 -1.770
N -7.798 -1.586 -0.334
C -7.583 -0.101 -0.169
C -6.352 0.279 -1.002
C 2.400 -1.260 -1.090
O 3.024 -2.285 -1.228
O 3.000 -0.080 -1.011
H -1.802 1.163 -2.836
H 0.945 -2.971 0.202
H -1.767 -3.034 1.743
H -0.735 -5.293 1.637
H -0.130 -4.954 -0.049
H -3.112 -4.944 0.805
H -2.445 -4.583 -0.861
H -3.698 -2.373 0.058
H -5.617 -2.795 -2.038
H -6.029 -1.467 -3.132
H -7.976 -3.007 -1.894
H -8.253 -1.320 -2.353
H -7.069 -2.052 0.210
H -8.708 -1.866 0.027
H -7.444 0.081 0.895
H -8.491 0.394 -0.508
H -5.786 1.053 -0.490
H -6.654 0.683 -1.974
```

## Properties
HOMO-LUMO gap (spin up / spin down) ... 5.09 / 5.09 eV
E ... -2919.81906 a.u.
Charge ... +1
Spin multiplicity ... 1

No. 2
Below is 2 unconnected molecules or ions with the total composition CH2FPSi at a distorted geometry, with properties calculated with ωB97M-V/def2-TZVPD.

Geometry as XYZ:
```
6
Properties=species:S:1:pos:R:3
C 3.071 -0.830 0.529
F 2.613 -1.926 0.047
Si -2.638 0.833 -0.230
P 3.591 0.559 0.982
H -3.274 -0.406 -0.264
H -3.363 1.770 -1.064
```

## Properties
HOMO-LUMO gap ... 7.23 eV
E ... -769.81621 a.u.
Spin multiplicity ... 1

No. 3
Below is 25 unconnected molecules or ions with the total composition C9H66NO25 at a distorted geometry, with properties calculated with ωB97M-V/def2-TZVPD.

Geometry as XYZ:
```
101
Properties=species:S:1:pos:R:3
C 1.894 -1.439 0.380
C 0.543 -1.684 -0.314
C -0.520 -1.767 0.800
C -1.108 -0.456 1.261
C -1.478 0.417 0.076
C -0.433 0.535 -1.018
N 0.157 -0.735 -1.320
O 1.071 -0.681 -2.363
C 0.625 1.578 -0.577
C -1.105 1.093 -2.260
C 0.594 -3.079 -0.932
H 2.139 -2.265 1.056
H 1.944 -0.526 0.976
H 2.713 -1.435 -0.343
H -0.116 -2.277 1.683
H -1.304 -2.473 0.487
H -0.428 0.106 1.905
H -2.029 -0.667 1.811
H -1.675 1.441 0.424
H -2.457 0.125 -0.339
H 1.241 1.878 -1.424
H 1.319 1.066 0.094
H 0.173 2.417 -0.050
H -0.408 1.017 -3.089
H -1.174 2.185 -2.127
H -2.119 0.723 -2.396
H 1.461 -3.203 -1.583
H -0.329 -3.262 -1.496
H 0.606 -3.904 -0.210
O 3.756 0.279 -1.632
H 4.059 -0.130 -2.454
H 2.769 0.217 -1.701
O 4.698 -3.099 -0.693
H 5.128 -2.394 -0.192
H 4.345 -2.647 -1.488
O 3.268 -2.261 -3.030
H 3.227 -2.165 -3.988
H 2.437 -1.841 -2.695
O 5.073 1.358 0.660
H 4.641 1.586 1.504
H 4.408 0.869 0.133
O -0.302 3.641 -4.282
H -0.577 3.778 -5.198
H 0.665 3.588 -4.318
O -1.561 0.812 5.279
H -1.229 0.302 6.030
H -2.118 0.180 4.772
O -4.391 2.343 -1.497
H -5.117 2.754 -1.011
H -3.593 2.645 -1.036
O -4.167 0.590 2.665
H -3.713 0.580 1.808
H -4.379 1.520 2.818
O 0.782 0.074 -5.332
H -0.097 -0.212 -5.607
H 0.722 0.103 -4.359
O 3.280 2.097 2.806
H 2.538 1.644 3.242
H 2.936 2.968 2.582
O -3.796 -2.688 1.916
H -4.525 -2.232 2.352
H -3.058 -2.615 2.533
O 1.100 1.449 4.682
H 0.128 1.346 4.725
H 1.431 0.518 4.697
O -2.390 3.006 3.234
H -2.335 2.441 4.022
H -1.467 3.146 2.987
O -0.154 -3.073 5.482
H -0.890 -2.994 4.857
H -0.366 -3.851 6.011
O 3.792 -4.253 1.747
H 3.543 -4.055 0.829
H 4.413 -3.552 1.962
O 4.007 2.839 -3.100
H 3.874 2.168 -2.401
H 4.588 3.492 -2.695
O -3.511 -1.197 4.686
H -3.928 -0.680 3.959
H -3.844 -0.791 5.497
O -2.725 2.423 -5.198
H -2.415 2.748 -4.342
H -3.014 1.520 -5.021
O -2.384 4.183 0.237
H -1.781 4.527 0.908
H -2.915 4.946 -0.029
O 1.850 -1.197 4.621
H 1.328 -1.972 4.364
H 2.659 -1.559 5.002
O -1.090 -2.123 -3.775
H -1.430 -2.815 -3.201
H -0.532 -1.566 -3.179
O -4.894 -0.502 -1.390
H -3.989 -0.698 -1.117
H -4.914 0.465 -1.539
O 1.541 -5.354 -3.951
H 1.005 -5.622 -4.706
H 0.962 -4.790 -3.422
O -0.168 5.339 -1.717
H -0.700 5.004 -0.981
H -0.289 4.710 -2.450
```

## Properties
HOMO-LUMO gap ... 5.16 eV
E ... -2318.32293 a.u.
Charge ... -1
Spin multiplicity ... 1